Entry 1:
Molecular formula: C10H10BrClFe
Method: DFT, ωB97M-V/def2-TZVPD

```
23
Properties=species:S:1:pos:R:3
C 1.35 -0.55 -1.47
C 1.08 0.62 -2.20
C 1.62 1.75 -1.54
H 0.60 0.61 -3.16
C 2.23 1.22 -0.29
C 1.96 -0.19 -0.24
H 2.13 -0.86 0.59
H 1.12 -1.55 -1.72
H 1.37 2.80 -1.71
H 2.78 1.78 0.49
Fe 0.21 2.47 -0.04
Br -1.67 2.62 -1.42
C -2.11 -0.55 1.83
C -0.85 -1.14 2.03
C -0.60 -2.02 0.94
H -0.13 -0.91 2.87
C -1.66 -1.91 -0.04
C -2.69 -1.08 0.61
H -3.63 -0.72 0.13
H -2.62 0.14 2.54
H 0.30 -2.69 0.80
H -1.56 -2.18 -1.13
Cl 0.74 2.35 2.12
```

Computed properties:
Relative energy (zero: lowest compared OMol25 entry of this formula, charge and spin) (kcal per mole): 19.4
<S²>: 6.0225
Gap between HOMO and LUMO (spin up / spin down) (Eh): 0.1871 / 0.1868
Energy (Eh): -4684.93816
Spin multiplicity: 5
Net charge: -2

Here are the Mulliken charges for atoms 1 to 2, given in e: C -0.66; C -0.65

***

Entry 2:
Molecular formula: C10H10BrIS
Method: DFT, ωB97M-V/def2-TZVPD

```
23
Properties=species:S:1:pos:R:3
C -0.53 2.30 -0.86
C 0.85 1.98 -0.42
C 1.00 0.49 -0.36
C 2.12 -0.12 -0.74
Br 2.45 -1.94 -0.69
S 3.88 1.01 -1.34
I 5.09 0.79 0.64
C -0.10 -0.42 0.19
C -0.47 -0.61 1.54
C -1.49 -1.55 1.93
C -2.22 -2.27 1.01
C -1.96 -2.04 -0.32
C -0.90 -1.18 -0.72
H -0.96 1.64 -1.58
H -1.24 2.26 -0.05
H -0.48 3.43 -1.16
H 1.19 2.58 0.43
H 1.64 2.07 -1.21
H 0.19 -0.16 2.21
H -1.75 -1.54 3.02
H -3.03 -2.99 1.18
H -2.50 -2.59 -0.99
H -0.80 -1.14 -1.71
```

Computed properties:
Relative energy (zero: lowest compared OMol25 entry of this formula, charge and spin) (kcal per mole): 0.0
SMILES string: CC/C(=C(/Br)SI)c1ccccc1
Gap between HOMO and LUMO (Eh): 0.3029
Energy (Eh): -3656.85413
Net charge: 0

Here are the Mulliken charges for atoms 1 to 2, given in e: C -1.20; C -0.25

***

Entry 3:
Molecular formula: C10H10BrNO2Sn
Method: DFT, ωB97M-V/def2-TZVPD

```
25
Properties=species:S:1:pos:R:3
C 1.65 1.00 -1.04
C 1.97 0.48 0.26
C 2.04 -0.94 0.16
H 2.13 1.09 1.15
C 1.76 -1.30 -1.20
C 1.50 -0.11 -1.94
H 1.23 -0.04 -2.99
H 1.57 2.06 -1.28
H 2.28 -1.62 0.97
H 1.74 -2.32 -1.59
Sn -1.27 1.87 -1.01
Br -0.43 3.64 0.71
C -3.49 2.35 -2.00
C -2.89 2.01 -3.26
C -1.82 2.91 -3.51
H -3.28 1.28 -3.97
C -1.76 3.85 -2.43
C -2.85 3.55 -1.53
H -3.19 4.17 -0.69
H -4.39 1.90 -1.58
H -1.26 2.98 -4.44
H -1.08 4.69 -2.36
O -0.61 -0.49 2.33
N -0.64 0.14 1.28
O -1.79 0.57 0.87
```

Computed properties:
Gap between HOMO and LUMO (spin up / spin down) (Eh): 0.2237 / 0.1865
Energy (Eh): -3380.38287
Net charge: 0

Here are the Mulliken charges for atoms 1 to 2, given in e: C -0.76; C -0.27